1.
# C16H14B3F9O11S2

A cluster of 3 separate species, C16H14B3F9O11S2 in total (the ωB97M-V functional and the def2-TZVPD basis, OMol25).

Cartesian coordinates (Å):
F -0.3913 -3.1387 -2.8027
C 0.0629 -3.9856 -1.8640
F 0.0497 -5.2168 -2.4360
C -0.7903 -4.0091 -0.6110
C -2.2620 -3.6253 -0.8479
B -2.6100 -2.0937 -0.8352
O -3.4041 -1.5810 0.1748
B -3.5988 -0.2186 0.2573
O -3.5035 0.5295 -0.8979
B -2.8574 -0.0359 -1.9858
S -2.9648 0.8027 -3.5715
O -2.1719 -1.2186 -1.8114
C 1.5801 -3.7027 -1.6086
F 1.9541 -4.4261 -0.5424
F 2.2904 -4.0982 -2.6681
S 2.0769 -1.8826 -1.2981
F 2.3723 -2.1462 0.2372
F 0.5789 -1.4895 -0.9134
F 1.7766 -1.5601 -2.8158
F 3.5795 -2.2255 -1.6416
F 2.4891 -0.3797 -1.0893
H -0.3328 -3.3987 0.1666
H -0.7376 -5.0403 -0.2587
H -2.5989 -4.0598 -1.7951
H -2.8488 -4.0929 -0.0550
H -3.8076 0.3010 1.2983
H -2.2515 -0.1195 -4.2284
O 9.1223 -0.8047 -1.0667
C 8.2836 -0.4951 -0.2389
C 8.5710 0.0634 1.0619
C 7.5444 0.3484 1.8765
O 7.6749 0.8606 3.0881
C 6.0984 0.1036 1.4835
O 5.2617 0.3941 2.3207
C 5.8110 -0.4429 0.1789
C 6.8369 -0.7253 -0.6374
O 6.7048 -1.2264 -1.8533
H 9.6024 0.2329 1.3362
H 6.7641 0.9511 3.4379
H 4.7802 -0.6044 -0.0965
H 7.6153 -1.3306 -2.1998
O -5.5237 2.0276 1.5853
C -5.7103 3.2155 1.7785
C -6.2180 3.7859 3.0039
C -6.3956 5.1139 3.0653
O -6.8582 5.7554 4.1241
C -6.0816 6.0341 1.8991
O -6.3005 7.2191 2.0823
C -5.5519 5.4659 0.6834
C -5.3677 4.1376 0.6204
O -4.8764 3.5149 -0.4349
H -6.4455 3.1248 3.8278
H -6.8838 6.7019 3.8717
H -5.3142 6.1285 -0.1366
H -4.8230 2.5619 -0.2180

Force components x, y, z for each atom (eV/Å):
F 0.0 0.2 -0.2
C 0.2 0.1 0.2
F 0.0 -0.3 -0.1
C 0.0 -0.1 0.2
C 0.0 -0.1 0.0
B 0.0 0.1 0.0
O 0.3 0.0 0.1
B 0.0 -0.1 0.0
O 0.0 0.0 0.1
B 0.1 0.1 0.3
S 0.0 0.1 -0.1
O -0.3 -0.2 -0.3
C 0.0 0.0 0.0
F 0.1 0.0 -0.2
F -0.1 0.0 0.1
S -0.3 -0.2 0.0
F 0.0 0.0 0.1
F 0.0 0.0 0.0
F 0.0 0.0 -0.1
F 0.1 -0.1 0.0
F 0.0 0.2 0.0
H 0.0 0.0 0.0
H 0.0 0.1 0.0
H 0.0 0.0 0.0
H 0.0 0.0 -0.1
H -0.1 -0.1 -0.1
H 0.0 0.0 0.0
O 0.0 0.0 0.0
C 0.0 0.0 0.0
C 0.1 0.0 0.0
C 0.0 0.0 0.0
O 0.1 0.0 0.0
C 0.0 0.0 0.0
O 0.0 0.0 0.0
C -0.1 0.0 0.0
C 0.1 0.0 0.0
O -0.1 0.0 0.0
H 0.0 0.0 0.0
H 0.0 0.0 0.0
H 0.0 0.0 0.0
H 0.0 0.0 0.0
O -0.1 0.0 0.1
C 0.0 0.0 -0.1
C 0.0 -0.1 0.0
C 0.0 0.0 0.0
O 0.0 0.0 0.1
C 0.0 0.0 0.0
O 0.0 0.0 0.0
C 0.0 0.1 0.0
C 0.0 0.0 0.0
O 0.0 0.1 0.0
H 0.0 0.0 0.0
H 0.0 0.0 0.0
H 0.0 0.0 0.0
H 0.0 0.0 0.0

## Properties
Spin multiplicity: 1
E_LUMO: -1.4 eV
HOMO level: -9.7 eV

natural (NBO) population analysis, charges in e, atoms 1 to 8: number 1, F, carries -0.32; number 2, C, carries 0.64; number 3, F, carries -0.33; number 4, C, carries -0.45; number 5, C, carries -0.77; number 6, B, carries 1.17; number 7, O, carries -0.89; number 8, B, carries 0.99



2.
# C16H14BBrF4N2O2Zr

A structure of composition C16H14BBrF4N2O2Zr (the ωB97M-V functional and the def2-TZVPD basis, OMol25).

Cartesian coordinates (Å):
Zr -0.8632 -0.8537 -1.9727
O -0.5348 -3.5035 -2.1949
C 0.1588 -4.1688 -1.1710
C 0.2468 -5.5381 -1.1249
C 0.9835 -6.1107 -0.0918
C 1.6114 -5.3275 0.8685
C 1.5071 -3.9452 0.8116
C 0.7732 -3.3686 -0.2116
C 0.4803 -1.9387 -0.3917
O -0.9666 -1.7744 -0.3462
N 1.1082 -0.8125 0.2144
N 0.3166 0.2455 -0.3411
C -0.0681 1.2226 0.3882
C -1.1727 2.0650 0.0113
Br -2.3953 1.2670 -1.2303
C -1.5729 3.2366 0.5449
C -0.8232 4.0905 1.4410
C 0.5797 4.0983 1.4938
C 1.2253 4.8869 2.4236
C 0.4781 5.6753 3.2958
C -0.9078 5.7093 3.2242
C -1.5593 4.9299 2.2847
H -0.8594 -4.1338 -2.8519
H -0.2337 -6.1559 -1.8753
H 1.0673 -7.1886 -0.0488
H 2.1808 -5.7952 1.6591
H 2.0020 -3.3319 1.5546
H 0.8318 -1.8057 -1.4963
H 1.1292 -0.8326 1.2315
H 0.3823 1.3978 1.3639
H -2.5784 3.5717 0.3072
H 1.1695 3.5678 0.7562
H 2.3058 4.9185 2.4526
H 0.9897 6.2960 4.0201
H -1.4747 6.3489 3.8865
H -2.6407 4.9525 2.2155
F -0.0742 0.6161 -3.3615
B -0.5304 -0.3458 -4.3860
F -1.9209 -0.6715 -3.8122
F -0.5114 0.0129 -5.6273
F 0.1603 -1.5066 -3.9139

Force components x, y, z for each atom (eV/Å):
Zr -0.5 -0.8 0.3
O 0.1 0.2 0.1
C -0.2 0.0 -0.3
C 0.1 -0.1 0.1
C 0.0 0.0 0.0
C 0.0 0.0 -0.1
C 0.1 -0.1 0.0
C 0.2 -0.2 0.2
C -0.4 -0.1 0.2
O 0.3 -0.4 0.4
N 0.0 0.3 0.0
N 0.2 -0.6 0.1
C -0.2 0.7 0.0
C 0.5 -0.2 0.2
Br -0.3 0.0 -0.3
C 0.2 0.4 0.3
C -0.2 -0.4 -0.3
C 0.1 0.0 0.0
C -0.1 0.0 0.0
C 0.1 0.1 0.1
C -0.1 -0.1 -0.1
C 0.0 0.2 0.2
H 0.1 0.0 0.0
H 0.0 0.0 0.0
H 0.0 0.0 0.0
H 0.0 0.0 0.0
H 0.0 0.0 0.0
H 0.0 0.1 0.1
H -0.2 0.1 0.0
H 0.0 0.1 0.0
H 0.0 0.0 0.0
H -0.1 -0.1 0.0
H 0.0 0.0 0.0
H 0.0 0.0 0.0
H 0.0 0.0 0.0
H 0.0 0.0 0.0
F 0.0 0.3 -0.6
B 0.1 0.2 -0.5
F 0.1 0.2 -0.2
F 0.0 -0.1 0.1
F -0.1 0.1 -0.1

## Properties
Spin multiplicity: 1
E_LUMO: -8.4 eV
Net charge: +2
HOMO level: -14.9 eV

natural (NBO) population analysis, charges in e, atoms 1 to 8: number 1, Zr, carries 2.22; number 2, O, carries -0.74; number 3, C, carries 0.39; number 4, C, carries -0.28; number 5, C, carries -0.13; number 6, C, carries -0.20; number 7, C, carries -0.14; number 8, C, carries -0.18



3.
# C16H14BCaF5N6S

A structure of composition C16H14BCaF5N6S at a distorted geometry (the ωB97M-V functional and the def2-TZVPD basis, OMol25).

Cartesian coordinates (Å):
C -0.0388 3.3509 -0.7148
N 0.1305 2.0655 -1.0990
N 0.3614 2.0842 -2.4670
C 0.2760 3.3485 -2.9330
C 0.0268 4.1907 -1.8462
B 0.5786 0.7638 -3.2588
N 1.6452 -0.1688 -2.6082
N 1.6178 -0.5214 -1.2657
C 2.6698 -1.3492 -1.0726
C 3.3305 -1.5777 -2.2966
C 2.6351 -0.8250 -3.2431
Ca -0.3778 0.0586 0.1307
N -0.7488 -0.0423 -3.1953
N -1.2559 -0.4781 -1.9775
C -2.3640 -1.2075 -2.2685
C -2.5682 -1.2233 -3.6629
C -1.5165 -0.4826 -4.2062
H -2.9576 -1.6892 -1.4982
H -1.2393 -0.2340 -5.2215
H -3.3599 -1.6999 -4.2078
H 0.8787 1.0032 -4.3887
H 2.7544 -0.6990 -4.3066
H 0.3945 3.5287 -3.9913
H 4.1837 -2.1946 -2.4798
H -0.0981 5.2541 -1.8738
H 2.9264 -1.7502 -0.0975
H -0.2050 3.6168 0.3243
H -0.4339 -2.4111 0.4138
C 0.0934 -2.6867 1.3485
H 0.8006 -3.4905 1.1227
H 0.6466 -1.8396 1.7798
H -0.6405 -3.0436 2.0805
F 0.3960 -0.6423 7.3846
C -0.1019 -0.3239 6.1735
C 0.0614 0.9674 5.6644
F 0.7290 1.8944 6.3841
C -0.4719 1.2931 4.4243
F -0.2138 2.5115 3.8984
C -1.2422 0.3741 3.6749
S -1.9467 0.8202 2.1953
C -1.4166 -0.9092 4.2416
F -2.1773 -1.8269 3.5877
C -0.8221 -1.2730 5.4434
F -0.9395 -2.5361 5.9083

Force components x, y, z for each atom (eV/Å):
C 0.1 -1.2 -0.9
N 0.0 1.5 0.5
N -0.1 0.9 0.1
C 0.2 -1.7 0.4
C -0.1 0.1 0.4
B -0.6 -0.5 0.2
N 0.6 -0.4 -0.1
N 1.3 -0.5 0.4
C -1.0 0.7 -0.7
C -0.1 0.0 0.2
C -1.0 0.9 0.7
Ca 0.9 -0.3 -1.2
N -0.5 -0.2 0.6
N -0.8 -0.5 -0.8
C 0.9 0.8 -0.9
C 0.3 0.1 0.2
C 0.0 -0.1 0.9
H 0.1 0.2 -0.1
H -0.2 -0.1 0.1
H -0.1 -0.1 0.0
H 0.0 0.0 0.1
H 0.2 0.0 0.0
H 0.0 0.2 0.1
H 0.3 -0.2 0.0
H 0.0 0.2 0.0
H -0.2 0.1 -0.2
H 0.0 -0.1 -0.2
H 0.2 -0.3 0.3
C -0.3 0.0 -0.1
H -0.1 0.3 0.0
H 0.0 -0.1 0.0
H 0.2 0.1 -0.3
F -0.8 0.6 -2.2
C 0.6 -0.4 2.0
C 0.5 1.7 0.1
F -0.7 -1.2 -0.9
C 1.1 1.5 0.5
F -0.4 -1.5 0.7
C -0.4 0.2 -1.0
S -0.1 0.0 1.0
C -0.6 -2.0 0.3
F 1.1 1.3 0.9
C -0.7 -1.7 -0.5
F 0.1 1.6 -0.5

## Properties
Spin multiplicity: 1
E_LUMO (alpha / beta): -11.7 / -11.8 eV
Net charge: +2
HOMO level (alpha / beta): -14.1 / -13.9 eV

natural (NBO) population analysis, charges in e, atoms 1 to 8: number 1, C, carries -0.02; number 2, N, carries -0.41; number 3, N, carries -0.30; number 4, C, carries 0.07; number 5, C, carries -0.19; number 6, B, carries 0.54; number 7, N, carries -0.30; number 8, N, carries -0.40



4.
# C16H14BF4IrN2O2S

A structure of composition C16H14BF4IrN2O2S (the ωB97M-V functional and the def2-TZVPD basis, OMol25).

Cartesian coordinates (Å):
Ir 0.4890 0.2083 0.0095
N -1.3654 0.3321 0.9971
C -1.4364 1.4501 1.9794
C -1.0255 2.7683 1.3567
C 0.4344 2.8799 0.9619
O 0.9630 3.9107 0.7006
O 1.1704 1.7141 0.9193
H -2.1487 0.3652 0.3501
H -1.4723 -0.5545 1.4918
H -0.7616 1.1942 2.7960
H -2.4439 1.5170 2.3890
H -1.2211 3.5850 2.0515
H -1.6159 2.9918 0.4643
S 3.9517 1.0141 -2.6566
C 4.5835 0.0757 -1.3361
C 5.9063 -0.2778 -1.0849
C 6.1639 -1.0089 0.0547
C 5.1311 -1.3838 0.9259
C 3.8215 -1.0439 0.6727
C 3.5510 -0.3062 -0.4773
N 2.3137 0.1462 -0.9151
C 2.3873 0.8675 -2.0072
C 1.1408 1.4539 -2.4821
C 0.9709 2.1338 -3.6771
C -0.2961 2.5676 -4.0418
C -1.3898 2.3072 -3.2293
C -1.2289 1.6336 -2.0221
C 0.0384 1.2316 -1.6432
H 6.7021 0.0152 -1.7553
H 7.1805 -1.2981 0.2816
H 5.3682 -1.9599 1.8095
H 3.0247 -1.3625 1.3304
H 1.8179 2.3147 -4.3271
H -0.4332 3.0970 -4.9743
H -2.3771 2.6251 -3.5353
H -2.1000 1.4270 -1.4176
F 1.6694 -2.7093 -0.5141
B 0.3234 -2.5881 -0.3871
F 0.0318 -1.9887 0.9133
F -0.1141 -1.4012 -1.2281
F -0.4231 -3.6553 -0.6652

Force components x, y, z for each atom (eV/Å):
Ir -0.4 -0.1 -0.9
N 0.0 0.0 0.0
C 0.0 0.0 0.1
C 0.0 0.0 0.0
C -0.2 0.0 0.1
O 0.1 0.0 0.0
O 0.0 -0.1 0.1
H 0.0 0.1 0.0
H 0.0 0.0 0.0
H 0.0 0.0 0.0
H 0.0 0.0 0.0
H 0.0 0.0 0.0
H 0.0 0.0 0.0
S 0.0 0.0 0.0
C -0.1 0.0 0.0
C 0.0 0.0 0.0
C 0.0 0.0 0.0
C 0.0 0.0 0.0
C 0.0 0.0 0.0
C 0.1 0.0 0.0
N 0.1 0.1 0.2
C 0.0 0.0 0.0
C -0.1 -0.1 0.0
C 0.0 0.0 0.0
C 0.0 0.0 0.0
C 0.0 0.0 0.0
C 0.1 0.0 0.0
C 0.1 0.1 0.1
H 0.0 0.0 0.0
H 0.0 0.0 0.0
H 0.0 0.0 0.0
H 0.0 0.0 0.0
H 0.0 0.0 0.0
H 0.0 0.0 0.0
H 0.0 0.0 0.0
H 0.0 0.0 0.0
F -0.1 0.0 -0.1
B 0.2 -0.2 0.1
F 0.3 0.1 0.3
F 0.1 0.1 0.1
F -0.1 0.1 0.0

## Properties
Spin multiplicity: 2
E_LUMO (alpha / beta): -4.0 / -6.5 eV
Net charge: +1
HOMO level (alpha / beta): -12.1 / -12.1 eV
Energy relative to the best compared isomer or geometry (same formula, charge and spin): 0.0 kcal/mol

natural (NBO) population analysis, charges in e, atoms 1 to 8: number 1, Ir, carries 1.38; number 2, N, carries -0.76; number 3, C, carries -0.23; number 4, C, carries -0.56; number 5, C, carries 0.78; number 6, O, carries -0.48; number 7, O, carries -0.59; number 8, H, carries 0.41



What did the second record say?
# C16H14BBrF4N2O2Zr

A structure of composition C16H14BBrF4N2O2Zr (the ωB97M-V functional and the def2-TZVPD basis, OMol25).

Cartesian coordinates (Å):
Zr -0.8632 -0.8537 -1.9727
O -0.5348 -3.5035 -2.1949
C 0.1588 -4.1688 -1.1710
C 0.2468 -5.5381 -1.1249
C 0.9835 -6.1107 -0.0918
C 1.6114 -5.3275 0.8685
C 1.5071 -3.9452 0.8116
C 0.7732 -3.3686 -0.2116
C 0.4803 -1.9387 -0.3917
O -0.9666 -1.7744 -0.3462
N 1.1082 -0.8125 0.2144
N 0.3166 0.2455 -0.3411
C -0.0681 1.2226 0.3882
C -1.1727 2.0650 0.0113
Br -2.3953 1.2670 -1.2303
C -1.5729 3.2366 0.5449
C -0.8232 4.0905 1.4410
C 0.5797 4.0983 1.4938
C 1.2253 4.8869 2.4236
C 0.4781 5.6753 3.2958
C -0.9078 5.7093 3.2242
C -1.5593 4.9299 2.2847
H -0.8594 -4.1338 -2.8519
H -0.2337 -6.1559 -1.8753
H 1.0673 -7.1886 -0.0488
H 2.1808 -5.7952 1.6591
H 2.0020 -3.3319 1.5546
H 0.8318 -1.8057 -1.4963
H 1.1292 -0.8326 1.2315
H 0.3823 1.3978 1.3639
H -2.5784 3.5717 0.3072
H 1.1695 3.5678 0.7562
H 2.3058 4.9185 2.4526
H 0.9897 6.2960 4.0201
H -1.4747 6.3489 3.8865
H -2.6407 4.9525 2.2155
F -0.0742 0.6161 -3.3615
B -0.5304 -0.3458 -4.3860
F -1.9209 -0.6715 -3.8122
F -0.5114 0.0129 -5.6273
F 0.1603 -1.5066 -3.9139

Force components x, y, z for each atom (eV/Å):
Zr -0.5 -0.8 0.3
O 0.1 0.2 0.1
C -0.2 0.0 -0.3
C 0.1 -0.1 0.1
C 0.0 0.0 0.0
C 0.0 0.0 -0.1
C 0.1 -0.1 0.0
C 0.2 -0.2 0.2
C -0.4 -0.1 0.2
O 0.3 -0.4 0.4
N 0.0 0.3 0.0
N 0.2 -0.6 0.1
C -0.2 0.7 0.0
C 0.5 -0.2 0.2
Br -0.3 0.0 -0.3
C 0.2 0.4 0.3
C -0.2 -0.4 -0.3
C 0.1 0.0 0.0
C -0.1 0.0 0.0
C 0.1 0.1 0.1
C -0.1 -0.1 -0.1
C 0.0 0.2 0.2
H 0.1 0.0 0.0
H 0.0 0.0 0.0
H 0.0 0.0 0.0
H 0.0 0.0 0.0
H 0.0 0.0 0.0
H 0.0 0.1 0.1
H -0.2 0.1 0.0
H 0.0 0.1 0.0
H 0.0 0.0 0.0
H -0.1 -0.1 0.0
H 0.0 0.0 0.0
H 0.0 0.0 0.0
H 0.0 0.0 0.0
H 0.0 0.0 0.0
F 0.0 0.3 -0.6
B 0.1 0.2 -0.5
F 0.1 0.2 -0.2
F 0.0 -0.1 0.1
F -0.1 0.1 -0.1

## Properties
Spin multiplicity: 1
E_LUMO: -8.4 eV
Net charge: +2
HOMO level: -14.9 eV

natural (NBO) population analysis, charges in e, atoms 1 to 8: number 1, Zr, carries 2.22; number 2, O, carries -0.74; number 3, C, carries 0.39; number 4, C, carries -0.28; number 5, C, carries -0.13; number 6, C, carries -0.20; number 7, C, carries -0.14; number 8, C, carries -0.18